[1]
C4H9NO2 | ωB97M-V/def2-TZVPD

Last column: Löwdin charge in e.
Element x y z (Å)
H (0.3563, -2.0026, 1.6021)  0.0614
N (0.3476, -1.1354, 1.0552)  0.1084
C (1.1789, -1.2416, 0.0963)  -0.1893
C (1.4752, -0.0730, -0.8381)  -0.2486
O (2.6985, 0.5015, -0.4067)  -0.0610
H (1.7704, -2.1494, -0.0942)  0.1153
H (1.6669, -0.4400, -1.8561)  0.1192
H (0.6622, 0.6725, -0.8416)  0.0880
H (2.4816, 0.9886, 0.3964)  0.0907
C (-2.0663, 0.3974, -0.3870)  -0.0731
C (-1.4319, 1.0827, 0.7963)  -0.3570
O (-0.6378, 1.9930, 0.7196)  0.0087
H (-2.0870, -0.6861, -0.2354)  0.0694
H (-1.5510, 0.6365, -1.3234)  0.0757
H (-3.1027, 0.7427, -0.4759)  0.0801
H (-1.7608, 0.7131, 1.7925)  0.1121

Results
LUMO   0.0344 Eh
HOMO   -9.69 eV
Relative energy (zero: lowest compared OMol25 entry of this formula, charge and spin)   228.3 kJ/mol
Spin multiplicity   1
Kohn-Sham gap   0.39038 hartree
Structure (SMILES)   [H]/N=C/CO.CC=O
F_max   0.8 eV/A

[2]
C27H23N10O5Re | ωB97M-V/def2-TZVPD

Last column: Löwdin spin population.
Element x y z (Å)
Re (-0.2679, 0.3623, 0.4569)  2.2807
N (-1.9070, 3.2751, 1.7373)  0.0027
C (-2.5560, 2.6756, 0.7438)  0.0058
N (-3.7098, 3.2964, 0.4460)  -0.0001
C (-4.3414, 2.8484, -0.6376)  0.0026
N (-5.4539, 3.4563, -1.0715)  0.0042
N (-3.8593, 1.8488, -1.4647)  0.0058
C (-2.7576, 1.3727, -1.0831)  0.0044
N (-2.0264, 1.6669, 0.0013)  0.0065
C (-2.0939, 0.2776, -1.9876)  0.0188
C (-2.5644, 0.0153, -3.2986)  -0.0037
C (-1.8639, -0.9848, -3.9426)  0.0184
C (-0.7769, -1.6244, -3.3971)  -0.0033
C (-0.3586, -1.2365, -2.1063)  0.0273
N (-0.9758, -0.2581, -1.4310)  0.0200
H (-2.3545, 3.9418, 2.4087)  0.0001
H (-0.9943, 2.9919, 2.0296)  0.0001
H (-5.8687, 4.2122, -0.5890)  0.0001
H (-5.9699, 3.0606, -1.8084)  0.0001
H (-3.3892, 0.4852, -3.8301)  -0.0004
H (-2.1372, -1.2527, -4.9758)  0.0009
H (-0.2233, -2.3435, -4.0664)  -0.0003
H (0.5574, -1.5916, -1.6436)  0.0020
O (-5.1083, -2.7241, 4.4074)  0.0024
C (-4.0871, -2.2187, 4.8335)  0.0023
O (-3.6838, -1.9229, 5.9517)  0.0031
C (-3.1944, -1.6963, 3.6995)  0.0241
C (-3.3580, -2.0083, 2.3553)  0.0000
C (-2.5655, -1.4407, 1.3932)  0.0240
N (-1.5156, -0.6820, 1.7392)  0.0161
C (-1.2207, -0.5111, 3.0151)  0.0140
C (-2.0408, -0.9713, 4.0524)  -0.0025
C (-0.0412, 0.3367, 3.2769)  0.0131
O (0.6190, 0.4650, 4.2532)  0.0274
O (0.2738, 1.0798, 2.1896)  0.1218
H (-4.2418, -2.5501, 1.9937)  -0.0003
H (-2.7651, -1.3881, 0.3295)  0.0020
H (-1.7208, -0.8248, 5.0611)  -0.0003
C (1.7920, -3.3953, 1.1076)  -0.0013
C (0.8763, -2.3969, 0.9638)  0.0202
N (1.2343, -1.0760, 0.7117)  0.0077
C (2.5444, -0.7848, 0.6825)  0.0186
C (3.5343, -1.7880, 0.7419)  -0.0025
C (3.1207, -3.0955, 0.9744)  0.0173
C (4.9043, -1.3007, 0.5235)  -0.0005
C (5.3305, -0.6336, -0.5446)  -0.0010
C (4.7183, -0.1350, -1.7835)  0.0000
C (5.5227, 0.3102, -2.8201)  -0.0002
C (4.9175, 0.9503, -3.9156)  0.0000
N (3.5540, 1.1571, -3.9176)  0.0000
C (2.8654, 0.5575, -2.9553)  0.0007
N (3.3951, -0.0158, -1.8507)  0.0018
H (1.5455, -4.4589, 1.1884)  -0.0004
H (-0.2089, -2.6165, 0.9896)  0.0019
H (2.7091, 0.2926, 0.5815)  0.0000
H (3.8213, -3.9117, 1.1007)  0.0008
H (5.6011, -1.5178, 1.3283)  -0.0002
H (6.3735, -0.4848, -0.4518)  -0.0001
H (6.5846, 0.1984, -2.7450)  0.0000
H (5.3847, 1.3905, -4.7678)  0.0000
H (1.8108, 0.7117, -3.0589)  0.0005
C (1.7659, 2.5750, -0.1985)  0.0240
O (0.9171, 1.5299, -0.5252)  0.2604
H (1.1704, 3.5011, -0.2885)  0.0070
H (2.6103, 2.5201, -0.8958)  0.0021
H (2.1471, 2.4778, 0.7832)  0.0033

Results
LUMO (alpha / beta)   -0.1487 / -0.1726 Eh
Net charge   +1
HOMO (alpha / beta)   -9.91 / -9.90 eV
Relative energy (zero: lowest compared OMol25 entry of this formula, charge and spin)   0.0 kJ/mol
Spin multiplicity   4
Kohn-Sham gap (alpha / beta)   0.21527 / 0.19117 hartree
F_max   4.0 eV/A

[3]
C4H7ClN3S | ωB97M-V/def2-TZVPD

Last column: Löwdin spin population.
Element x y z (Å)
C (-0.2397, -0.8021, -1.7943)  0.2021
C (-0.1156, 0.2924, 0.4773)  0.0539
C (0.3333, 0.3453, -0.9480)  0.0321
C (-1.4092, -1.5906, -0.0518)  0.2969
N (-0.8675, -1.7600, -1.2574)  0.0071
N (-0.9660, -0.5915, 0.8334)  0.0173
N (0.4314, 1.1181, 1.3331)  0.0341
S (-3.3939, -0.9619, -0.6220)  1.0731
Cl (-2.7664, 0.3979, -1.9301)  0.2503
H (0.1099, -0.8163, -2.7827)  0.0083
H (1.3772, 0.2044, -1.2378)  0.0116
H (-0.0049, 1.3337, -1.1918)  0.0133
H (-1.6540, -2.6425, 0.5050)  -0.0034
H (-1.1669, -0.9026, 1.7757)  -0.0001
H (1.2234, 1.6835, 1.1076)  0.0021
H (0.2252, 0.8698, 2.3237)  0.0013

Results
LUMO (alpha / beta)   -0.1446 / -0.2427 Eh
Net charge   +1
HOMO (alpha / beta)   -9.72 / -13.60 eV
Spin multiplicity   3
Kohn-Sham gap (alpha / beta)   0.21249 / 0.25701 hartree
F_max   4.6 eV/A

[4]
C6H21LiN6O5 | ωB97M-V/def2-TZVPD

Last column: Löwdin charge in e.
Element x y z (Å)
Li (-11.6077, 26.8127, -29.5869)  0.8218
C (-8.8918, 27.0480, -33.1424)  -0.1380
C (-8.8876, 28.5109, -32.7419)  -0.7033
C (-8.8864, 29.2690, -34.0449)  -0.1143
O (-9.8849, 28.8038, -31.7931)  -0.3825
H (-8.0547, 26.7530, -33.7751)  0.0594
H (-9.8291, 26.7276, -33.5974)  0.0602
H (-8.8084, 26.3145, -32.3404)  0.0475
H (-7.8380, 28.6250, -32.4709)  0.0960
H (-8.7443, 30.3493, -34.0166)  0.0663
H (-9.7677, 28.9259, -34.5868)  0.0637
H (-8.0868, 28.8723, -34.6704)  0.0583
C (-14.3220, 27.4544, -35.5354)  -0.8387
O (-13.4066, 26.8414, -36.0660)  0.0336
N (-15.4797, 27.6130, -36.0141)  0.1554
N (-14.2642, 28.1128, -34.4273)  0.1626
H (-16.2014, 27.8747, -35.3576)  0.1167
H (-15.5536, 27.0539, -36.8519)  0.1292
H (-13.3537, 28.0975, -33.9906)  0.1257
H (-15.0169, 28.6933, -34.0859)  0.1123
C (-9.5125, 24.5570, -26.1755)  -0.8083
O (-10.0138, 24.8032, -27.2494)  0.0163
N (-8.2893, 24.1833, -26.0278)  0.1793
N (-10.2026, 24.7113, -25.0773)  0.1622
H (-7.7982, 23.8370, -26.8396)  0.1308
H (-7.8910, 24.0988, -25.1036)  0.1163
H (-9.8305, 24.4386, -24.1788)  0.1070
H (-11.0725, 25.2230, -25.0395)  0.1194
C (-13.9902, 23.1709, -31.5923)  -0.7509
O (-13.5629, 24.2469, -31.1757)  -0.0060
N (-13.4830, 22.6011, -32.6531)  0.1684
N (-14.7401, 22.3908, -30.8219)  0.1504
H (-12.7988, 23.2025, -33.0892)  0.1271
H (-13.9835, 21.8804, -33.1534)  0.1150
H (-14.9299, 22.5807, -29.8483)  0.1121
H (-15.0589, 21.4727, -31.0965)  0.1027
O (-13.6669, 28.2472, -27.9798)  -0.0543
H (-14.6223, 28.1908, -27.9642)  0.0388
H (-13.4796, 29.1790, -27.8658)  0.0421

Results
LUMO   -0.0171 Eh
HOMO   -5.41 eV
Spin multiplicity   1
Kohn-Sham gap   0.18183 hartree
F_max   6.7 eV/A

[5]
C3H4O2 | ωB97M-V/def2-TZVPD

Last column: Löwdin charge in e.
Element x y z (Å)
C (2.7691, -0.0066, 0.1634)  -0.6236
C (0.8735, 0.0049, 0.6095)  0.1206
C (-0.1146, -0.3074, -0.3416)  -0.1319
O (3.1140, -1.0965, -0.0539)  0.1292
O (2.9479, 1.1754, 0.0384)  0.1155
H (0.7215, 0.9787, 1.2019)  0.1030
H (-0.7875, 0.4482, -0.8980)  0.1382
H (-0.7061, -0.8113, 0.3290)  0.0858
H (0.2194, -1.0068, -1.0287)  0.0633

Results
LUMO (alpha / beta)   -0.0520 / -0.0521 Eh
HOMO (alpha / beta)   -9.63 / -9.63 eV
Relative energy (zero: lowest compared OMol25 entry of this formula, charge and spin)   372.3 kJ/mol
Spin multiplicity   1
Kohn-Sham gap (alpha / beta)   0.30201 / 0.30198 hartree
F_max   4.1 eV/A

[6]
C19H15IrN3O6S | ωB97M-V/def2-TZVPD

Last column: Löwdin spin population.
Element x y z (Å)
Ir (-0.6631, -0.6514, -0.1123)  2.7629
O (-3.0858, 2.2614, -1.3544)  0.0680
C (-2.2590, 1.6065, -0.7005)  0.0227
O (-1.9570, 0.3589, -1.0947)  0.3447
C (-1.7293, 1.9034, 0.5594)  0.0142
C (-2.1320, 3.0034, 1.2353)  0.0022
C (-1.5631, 3.2506, 2.4944)  0.0003
C (-0.5203, 2.4074, 2.9251)  0.0041
C (-0.1397, 1.3000, 2.2069)  0.0226
N (-0.8159, 1.0790, 1.0605)  0.1741
H (-2.8001, 3.6935, 0.7158)  0.0013
H (-1.8444, 4.0881, 3.1045)  0.0001
H (0.0573, 2.5930, 3.8548)  0.0014
H (0.7768, 0.7475, 2.4574)  0.0032
O (0.4287, -2.2265, 0.9162)  0.1610
C (-0.4196, -3.2436, 1.5342)  0.0181
C (-1.7842, -2.9578, 1.1207)  0.0234
C (-2.7030, -3.9582, 1.3573)  0.0053
C (-4.0460, -3.6335, 1.1727)  -0.0002
C (-4.4018, -2.3492, 0.7298)  0.0048
C (-3.4457, -1.4857, 0.3174)  0.0124
N (-2.1161, -1.8273, 0.4934)  0.1201
H (1.3083, -2.5003, 0.6045)  0.0073
H (-0.3099, -3.1855, 2.6139)  0.0024
H (-0.1575, -4.2666, 1.1748)  0.0033
H (-2.3920, -4.9651, 1.6364)  0.0008
H (-4.7850, -4.4106, 1.3559)  -0.0001
H (-5.4256, -2.0035, 0.7443)  0.0013
H (-3.7332, -0.5208, -0.1162)  0.0003
O (0.1363, 0.8959, -2.4634)  0.0165
C (1.1815, 0.6846, -1.8696)  0.0183
N (1.2901, -0.0066, -0.6612)  0.1366
S (2.9270, -0.2374, -0.0797)  0.0207
O (3.2854, 0.5550, 1.0957)  0.0038
O (3.1800, -1.6764, -0.0810)  0.0073
C (3.5225, 0.6675, -1.4843)  0.0058
C (4.8116, 0.9748, -1.7810)  0.0010
C (5.0830, 1.6208, -3.0141)  0.0014
C (4.0635, 2.0705, -3.8393)  0.0006
C (2.7422, 1.8531, -3.4534)  0.0014
C (2.4896, 1.1161, -2.2890)  0.0043
H (5.6042, 0.8132, -1.0363)  0.0000
H (6.1495, 1.7375, -3.3342)  0.0001
H (4.3313, 2.6707, -4.7198)  0.0000
H (1.8604, 2.1536, -3.9966)  0.0000

Results
LUMO (alpha / beta)   -0.1375 / -0.1975 Eh
Net charge   +1
HOMO (alpha / beta)   -10.21 / -11.98 eV
Relative energy (zero: lowest compared OMol25 entry of this formula, charge and spin)   0.0 kJ/mol
Spin multiplicity   5
Kohn-Sham gap (alpha / beta)   0.23762 / 0.24271 hartree
F_max   6.9 eV/A

[7]
C17H19ClN2O2 | ωB97M-V/def2-TZVPD

Last column: Löwdin charge in e.
Element x y z (Å)
C (-0.0574, -2.1519, -2.4433)  -0.0210
C (-0.2051, -0.6697, -2.5612)  -0.2015
C (0.7671, 0.1130, -3.1541)  -0.0718
C (0.6015, 1.4868, -3.2552)  -0.6856
Cl (1.8432, 2.4456, -3.9894)  0.6591
C (-0.5424, 2.0931, -2.7778)  -0.1078
C (-1.5240, 1.3193, -2.1772)  -0.0189
C (-1.3634, -0.0538, -2.0527)  -0.2376
O (-2.2574, -0.9030, -1.4764)  -0.0416
C (-3.4005, -0.4084, -0.8213)  -0.1810
C (-3.1098, 0.2747, 0.5204)  -0.1628
C (-2.3228, -0.6300, 1.4711)  -0.0903
C (-0.9011, -0.9148, 1.0048)  -0.5061
O (-0.4774, -2.0371, 0.8246)  0.0513
N (-0.1443, 0.1905, 0.8274)  0.0922
C (1.2538, 0.1305, 0.4502)  -0.1097
C (2.1386, 0.2559, 1.6653)  -0.2678
C (2.2992, -0.8175, 2.5370)  -0.0126
C (3.0938, -0.6458, 3.6571)  -0.0653
C (3.6972, 0.5855, 3.8662)  -0.0708
C (3.4670, 1.5916, 2.9412)  -0.1483
N (2.7056, 1.4359, 1.8720)  0.1053
H (-0.1663, -2.4534, -1.4026)  0.0645
H (0.9081, -2.4783, -2.8191)  0.0826
H (-0.8468, -2.6494, -3.0044)  0.0911
H (1.6632, -0.3470, -3.5409)  0.1129
H (-0.6741, 3.1596, -2.8686)  0.1045
H (-2.4164, 1.8106, -1.8227)  0.1062
H (-4.0091, -1.3006, -0.6471)  0.1351
H (-3.9639, 0.2720, -1.4741)  0.1254
H (-2.5632, 1.2040, 0.3532)  0.0940
H (-4.0696, 0.5272, 0.9762)  0.1189
H (-2.8306, -1.5898, 1.5748)  0.1250
H (-2.2685, -0.1597, 2.4563)  0.1226
H (-0.4939, 1.0922, 1.1076)  0.1461
H (1.4113, -0.8364, -0.0317)  0.1241
H (1.4708, 0.9390, -0.2506)  0.1218
H (1.8071, -1.7552, 2.3304)  0.1111
H (3.2433, -1.4578, 4.3542)  0.1055
H (4.3282, 0.7600, 4.7237)  0.0982
H (3.9094, 2.5726, 3.0570)  0.1029

Results
LUMO   0.0255 Eh
HOMO   -8.26 eV
Relative energy (zero: lowest compared OMol25 entry of this formula, charge and spin)   41.9 kJ/mol
Spin multiplicity   1
Kohn-Sham gap   0.32902 hartree
Structure (SMILES)   Cc1cc(Cl)ccc1OCCCC(=O)NCc1ccccn1
F_max   0.6 eV/A

Repeat the seventh record exactly.
C17H19ClN2O2 | ωB97M-V/def2-TZVPD

Last column: Löwdin charge in e.
Element x y z (Å)
C (-0.0574, -2.1519, -2.4433)  -0.0210
C (-0.2051, -0.6697, -2.5612)  -0.2015
C (0.7671, 0.1130, -3.1541)  -0.0718
C (0.6015, 1.4868, -3.2552)  -0.6856
Cl (1.8432, 2.4456, -3.9894)  0.6591
C (-0.5424, 2.0931, -2.7778)  -0.1078
C (-1.5240, 1.3193, -2.1772)  -0.0189
C (-1.3634, -0.0538, -2.0527)  -0.2376
O (-2.2574, -0.9030, -1.4764)  -0.0416
C (-3.4005, -0.4084, -0.8213)  -0.1810
C (-3.1098, 0.2747, 0.5204)  -0.1628
C (-2.3228, -0.6300, 1.4711)  -0.0903
C (-0.9011, -0.9148, 1.0048)  -0.5061
O (-0.4774, -2.0371, 0.8246)  0.0513
N (-0.1443, 0.1905, 0.8274)  0.0922
C (1.2538, 0.1305, 0.4502)  -0.1097
C (2.1386, 0.2559, 1.6653)  -0.2678
C (2.2992, -0.8175, 2.5370)  -0.0126
C (3.0938, -0.6458, 3.6571)  -0.0653
C (3.6972, 0.5855, 3.8662)  -0.0708
C (3.4670, 1.5916, 2.9412)  -0.1483
N (2.7056, 1.4359, 1.8720)  0.1053
H (-0.1663, -2.4534, -1.4026)  0.0645
H (0.9081, -2.4783, -2.8191)  0.0826
H (-0.8468, -2.6494, -3.0044)  0.0911
H (1.6632, -0.3470, -3.5409)  0.1129
H (-0.6741, 3.1596, -2.8686)  0.1045
H (-2.4164, 1.8106, -1.8227)  0.1062
H (-4.0091, -1.3006, -0.6471)  0.1351
H (-3.9639, 0.2720, -1.4741)  0.1254
H (-2.5632, 1.2040, 0.3532)  0.0940
H (-4.0696, 0.5272, 0.9762)  0.1189
H (-2.8306, -1.5898, 1.5748)  0.1250
H (-2.2685, -0.1597, 2.4563)  0.1226
H (-0.4939, 1.0922, 1.1076)  0.1461
H (1.4113, -0.8364, -0.0317)  0.1241
H (1.4708, 0.9390, -0.2506)  0.1218
H (1.8071, -1.7552, 2.3304)  0.1111
H (3.2433, -1.4578, 4.3542)  0.1055
H (4.3282, 0.7600, 4.7237)  0.0982
H (3.9094, 2.5726, 3.0570)  0.1029

Results
LUMO   0.0255 Eh
HOMO   -8.26 eV
Relative energy (zero: lowest compared OMol25 entry of this formula, charge and spin)   41.9 kJ/mol
Spin multiplicity   1
Kohn-Sham gap   0.32902 hartree
Structure (SMILES)   Cc1cc(Cl)ccc1OCCCC(=O)NCc1ccccn1
F_max   0.6 eV/A